1.
Molecular formula: C2H6Cl2HgO2
Method: DFT, ωB97M-V/def2-TZVPD

ORCA input file:
```
! wB97M-V def2-TZVPD RIJCOSX def2/J DEFGRID3
* xyz -2 1
Hg -1.6650 -8.0876 -16.7030
C -0.0132 -5.3716 -17.7525
O -0.9009 -5.7642 -16.6951
H -0.0344 -6.0948 -18.5678
H -0.2497 -4.4007 -18.1878
H 1.0273 -5.4508 -17.4374
C -2.9500 -8.0081 -13.5322
O -2.4482 -7.3906 -14.6177
H -2.6277 -9.0483 -13.4864
H -2.7041 -7.5994 -12.5521
H -4.0245 -8.1341 -13.6651
Cl -0.6938 -10.2915 -17.7688
Cl -4.1411 -7.6801 -17.7657
*
```

Properties
- E_HOMO: -0.030 Ha
- LUMO level: 6.068 eV

***

2.
Molecular formula: C2H6Cl3GaI
Method: DFT, ωB97M-V/def2-TZVPD

ORCA input file:
```
! wB97M-V def2-TZVPD RIJCOSX def2/J DEFGRID3
* xyz -1 1
C 1.2548 -0.0687 -1.8720
Ga -0.7133 0.4981 -1.8354
I -2.3938 -1.5163 -1.8509
H 1.8029 0.3329 -2.7286
H 1.7368 0.3843 -0.9920
H 1.4299 -1.1441 -1.7633
H -1.0029 1.3783 -3.1601
H -0.9693 1.3540 -0.5133
C -0.3069 -0.2907 3.0102
Cl -0.7947 -0.7163 1.3739
Cl 1.2888 -0.9591 3.3944
Cl -0.3107 1.4651 3.2358
H -1.0217 -0.7174 3.7012
*
```

Properties
- E_HOMO: -0.173 Ha
- LUMO level: 2.801 eV

***

3.
Molecular formula: C2H6Cl4CrN2O20
Method: DFT, ωB97M-V/def2-TZVPD

ORCA input file:
```
! wB97M-V def2-TZVPD RIJCOSX def2/J DEFGRID3
* xyz -2 5
Cr -21.9308 -15.8573 -10.2854
Cl -21.3721 -18.6323 -9.3020
O -21.9904 -19.8891 -9.5004
O -20.2159 -18.7231 -8.4196
O -21.0142 -18.0420 -10.5920
O -22.3646 -17.7261 -8.7686
Cl -23.1628 -13.2419 -9.2378
O -24.2077 -12.5872 -9.9580
O -22.5888 -12.3658 -8.2371
O -23.6070 -14.4673 -8.6191
O -22.1126 -13.6288 -10.1540
Cl -20.8193 -15.7917 -13.8569
O -19.5103 -15.2217 -13.9438
O -21.5286 -15.2754 -12.6839
O -21.6131 -15.4132 -15.0009
O -20.7168 -17.2162 -13.7920
Cl -25.0250 -17.1488 -11.8918
O -25.6846 -16.1357 -12.6646
O -25.8966 -17.6365 -10.8687
O -24.6251 -18.2371 -12.7679
O -23.8307 -16.6321 -11.2554
C -18.0210 -13.6631 -10.7133
N -18.4381 -15.0749 -10.7793
O -17.5552 -15.8981 -10.9294
O -19.6141 -15.3311 -10.7120
H -16.9796 -13.5226 -10.9644
H -18.2903 -13.3824 -9.6931
H -18.6787 -13.0710 -11.3475
C -20.8879 -14.5011 -5.9847
N -20.2812 -14.6373 -7.3371
O -19.3774 -13.8760 -7.6144
O -20.6919 -15.5288 -8.0354
H -21.7892 -13.8994 -6.0021
H -20.1394 -14.0644 -5.3260
H -20.9920 -15.5125 -5.5972
*
```

Properties
- E_HOMO (alpha / beta): -0.146 / -0.146 Ha
- ⟨S²⟩: 6.0047
- LUMO level (alpha / beta): 3.941 / 3.941 eV

***

4.
Molecular formula: C2H6Cl4O2Zn
Method: DFT, ωB97M-V/def2-TZVPD

ORCA input file:
```
! wB97M-V def2-TZVPD RIJCOSX def2/J DEFGRID3
* xyz -2 1
Zn -0.0115 1.4036 0.5491
Cl 1.1853 2.0175 2.8891
Cl 2.2179 1.9861 -0.6979
Cl -2.1508 0.1015 2.1387
Cl -1.0127 3.5599 0.1274
C -0.1389 -0.7729 -1.3583
C 0.1530 -1.4621 -0.0129
O 0.8290 -0.5323 0.8991
O -0.7757 0.4243 -1.0109
H -0.6720 -1.4463 -2.0294
H 0.7878 -0.5427 -1.8841
H 0.6370 -2.4321 -0.1269
H -0.7744 -1.7449 0.4852
H 1.2600 -0.9789 1.6315
H -1.5340 0.4193 -1.5997
*
```

Properties
- E_HOMO: -0.048 Ha
- LUMO level: 4.901 eV

***

5.
Molecular formula: C2H6ClN2
Method: DFT, ωB97M-V/def2-TZVPD

ORCA input file:
```
! wB97M-V def2-TZVPD RIJCOSX def2/J DEFGRID3
* xyz 1 1
C -0.7921 0.2782 -1.2732
C 0.7146 -0.0237 1.5785
N -1.3015 0.8816 -2.2880
N 0.7471 -1.1493 1.1382
Cl -0.4672 -1.4021 -1.7040
H 1.2362 0.1500 2.5819
H 0.2001 0.6450 0.8875
H -1.3430 0.3779 -3.1777
H -1.5112 1.8407 -2.2561
H 1.1103 -1.8781 1.6985
H 0.1805 -1.2694 0.2775
*
```

Properties
- E_HOMO: -0.505 Ha
- LUMO level: -4.443 eV

***

6.
Molecular formula: C2H6ClN2
Method: DFT, ωB97M-V/def2-TZVPD

ORCA input file:
```
! wB97M-V def2-TZVPD RIJCOSX def2/J DEFGRID3
* xyz 1 1
C -1.4141 -0.5735 0.0797
C 1.0174 -0.1432 -0.3573
N 1.2661 1.1089 -0.2047
N -1.8020 -0.5156 1.2529
Cl -2.3332 -0.3345 -1.3294
H 1.2709 -0.5820 -1.2968
H 1.1355 -0.6770 0.5668
H -0.3114 -0.5979 -0.3378
H 1.1003 1.4656 0.7524
H 1.1834 1.7960 -0.9924
H -1.1130 -0.9468 1.8666
*
```

Properties
- E_HOMO (alpha / beta): -0.561 / -0.561 Ha
- LUMO level (alpha / beta): -6.021 / -6.021 eV

***

7.
Molecular formula: C2H6ClN3
Method: DFT, ωB97M-V/def2-TZVPD

ORCA input file:
```
! wB97M-V def2-TZVPD RIJCOSX def2/J DEFGRID3
* xyz 2 1
N 1.8318 -1.5162 -0.0081
C 1.2877 -0.3737 -0.1451
Cl 2.0985 1.1404 -0.3211
N 0.0400 -0.2963 0.1964
C -0.8926 1.0885 -0.1989
N -2.0894 1.1123 0.2240
H 1.2604 -2.3575 0.4242
H 2.8008 -1.6424 -0.2043
H -0.7102 -1.0866 0.2612
H -0.4596 1.5408 -1.0917
H -2.6826 1.8792 -0.1332
H -2.4846 0.5115 0.9966
*
```

Properties
- SMILES: N/C(Cl)=[NH+]/C=[NH2+]
- E_HOMO: -0.763 Ha
- LUMO level: -10.465 eV

***

8.
Molecular formula: C2H6ClN3
Method: DFT, ωB97M-V/def2-TZVPD

ORCA input file:
```
! wB97M-V def2-TZVPD RIJCOSX def2/J DEFGRID3
* xyz 2 1
N -1.0772 -2.1271 0.2759
C -0.5583 -1.1493 -0.3701
N -0.2638 0.0290 0.2341
C 0.6459 1.3120 -0.4903
N 1.3796 1.8578 0.3767
Cl 0.6673 1.4448 -2.1404
H -1.4332 -2.9948 -0.2097
H -1.3318 -1.9944 1.2302
H -0.2877 -1.2022 -1.4319
H -1.0076 0.3538 0.9742
H 1.1389 1.9269 1.3775
H 2.1281 2.5436 0.1738
*
```

Properties
- SMILES: [NH2+]=CNC(=[NH2+])Cl
- E_HOMO: -0.757 Ha
- LUMO level: -10.143 eV

***

What are the maximum force values for these records? In order: 0.050 0.027 0.043 0.065 0.110 0.056 0.183 0.100 hartree/bohr.